--- P ---
A single C6H5N3S3 molecule. Source: the OMol25 dataset; level of theory: wB97M-V/def2-TZVPD.

Properties
SMILES = SN=C=N/C=C\Sc1nccs1
LUMO energy = 0.0040 Ha
orbital gap = 8.44 eV

Geometry as ORCA input:
```
! wB97M-V def2-TZVPD RIJCOSX def2/J DEFGRID3
* xyz 0 1
S 0.0230 3.1297 0.4163
N 0.6881 2.1277 -0.7965
C 1.2987 1.0802 -0.8356
N 2.0808 0.1501 -1.0252
C 2.2540 -1.2080 -1.0569
C 1.3687 -2.1998 -1.1716
S -0.2479 -1.7352 -1.6987
C -0.9095 -0.9830 -0.2550
N -0.3298 -0.7548 0.8571
C -1.0903 -0.0515 1.7372
C -2.2595 0.3659 1.2413
S -2.5847 -0.3414 -0.2997
H -1.1562 3.7098 -0.0487
H 3.2609 -1.4303 -0.6131
H 1.5649 -3.1673 -0.9507
H -0.7909 0.3326 2.7740
H -3.1702 0.9753 1.7261
*
```


--- Q ---
2 unconnected molecules or ions with the total composition C6H5N3S3. Source: the OMol25 dataset; level of theory: wB97M-V/def2-TZVPD.

Properties
LUMO energy (alpha / beta) = -0.1378 / -0.0660 Ha
orbital gap (alpha / beta) = 5.43 / 7.30 eV

Geometry as ORCA input:
```
! wB97M-V def2-TZVPD RIJCOSX def2/J DEFGRID3
* xyz 0 1
C 1.5071 -0.8862 -0.3247
C 0.2644 -1.5284 -0.4151
C 0.4784 1.4577 -0.4684
C 1.5227 0.5945 -0.2743
C -0.8409 -0.6801 -0.5107
C -0.7732 0.7743 -0.4824
N -2.1685 -0.9062 -0.6035
N -2.0102 1.2294 -0.5666
N -2.7433 0.1876 -0.6631
S 3.1296 1.2963 -0.1906
S -5.2751 0.5804 1.2664
S 4.1299 0.4328 1.4413
H 2.4269 -1.5168 -0.2615
H 0.1160 -2.6511 -0.3781
H 0.5375 2.5076 -0.3755
H -5.1051 -0.4925 2.1736
H 4.8038 -0.3993 0.6333
*
```


Result of the stability comparison: P is the most stable of them.


--- P ---
A single C13H16N2O5 molecule. Source: the OMol25 dataset; level of theory: wB97M-V/def2-TZVPD.

Properties
SMILES = C[C@@H]1C[C@H]1C(=O)OCC(=O)NC(=O)NCc1ccco1
LUMO energy = 0.0287 Ha
orbital gap = 9.71 eV

Geometry as ORCA input:
```
! wB97M-V def2-TZVPD RIJCOSX def2/J DEFGRID3
* xyz 0 1
C -4.5107 -1.1852 -1.0003
C -3.1524 -1.0360 -0.3710
C -2.8992 -0.0042 0.6670
C -2.3121 0.1775 -0.7171
C -0.8628 -0.0149 -0.8715
O -0.2023 -0.8226 -0.2516
O -0.3451 0.8243 -1.7713
C 1.0550 0.7307 -2.0011
C 1.4600 -0.6519 -2.5305
O 0.8278 -1.2106 -3.3919
N 2.6355 -1.1471 -2.0512
C 3.3554 -0.7973 -0.8655
O 4.5426 -0.5922 -0.8879
N 2.5688 -0.8004 0.2194
C 2.9785 -0.2532 1.4980
C 1.9168 0.6748 1.9871
C 1.1016 0.6318 3.0785
C 0.2197 1.7347 2.9606
C 0.5576 2.3595 1.8026
O 1.5828 1.7282 1.2056
H -4.4216 -1.5941 -2.0046
H -5.1233 -1.8627 -0.4084
H -5.0165 -0.2245 -1.0595
H -2.5955 -1.9603 -0.2766
H -2.2042 -0.2301 1.4615
H -3.7011 0.6615 0.9470
H -2.7307 0.9321 -1.3673
H 1.2580 1.4516 -2.7977
H 1.6053 1.0144 -1.1014
H 3.0498 -1.8838 -2.6091
H 1.5762 -1.0075 0.1130
H 3.1186 -1.0542 2.2304
H 3.9330 0.2609 1.3442
H 1.1276 -0.0900 3.8684
H -0.5566 2.0148 3.6422
H 0.1634 3.2259 1.3100
*
```


--- Q ---
A single C13H16N2O5 molecule. Source: the OMol25 dataset; level of theory: wB97M-V/def2-TZVPD.

Properties
SMILES = N[C@@H](Cc1ccccc1)C(=O)N[C@@H](CC(=O)O)C(=O)O
LUMO energy = 0.0108 Ha
orbital gap = 9.45 eV

Geometry as ORCA input:
```
! wB97M-V def2-TZVPD RIJCOSX def2/J DEFGRID3
* xyz 0 1
N -1.1174 -2.4570 -0.0440
C -0.4926 -1.1810 -0.2722
C -1.0432 -0.1346 0.7006
C -2.5418 0.0722 0.3940
C -2.8832 1.1475 -0.3527
C -4.1940 1.4217 -0.7051
C -5.2515 0.7259 -0.1581
C -4.9428 -0.4747 0.5373
C -3.5454 -0.7943 0.7487
C 0.9780 -1.2806 -0.3726
O 1.4728 -2.2683 -0.9363
N 1.7826 -0.3212 0.1614
C 3.1766 -0.1985 -0.3350
C 3.6609 1.2624 0.0624
C 2.7588 2.4730 0.0168
O 1.5825 2.5324 0.1764
O 3.5531 3.5365 -0.1124
C 4.2328 -1.2188 0.2032
O 5.2319 -0.8838 0.7607
O 3.9766 -2.5192 -0.1183
H -0.6038 -2.8625 0.7383
H -0.9108 -2.9303 -0.9195
H -0.6847 -0.8489 -1.3036
H -0.8462 -0.3869 1.7755
H -0.5589 0.8581 0.5055
H -2.0620 1.7800 -0.7148
H -4.4444 2.2971 -1.3188
H -6.2884 1.0900 -0.3747
H -5.7539 -1.1117 0.9124
H -3.2553 -1.7753 1.2351
H 1.3699 0.5063 0.5449
H 3.0658 -0.4234 -1.4181
H 3.8849 1.1887 1.0653
H 4.6276 1.4359 -0.3745
H 2.9833 4.3613 -0.2301
H 3.0824 -2.6183 -0.4775
*
```


Result of the stability comparison: Q is the most stable of them.


--- P ---
A single C4H10Br2Si molecule. Source: the OMol25 dataset; level of theory: wB97M-V/def2-TZVPD.

Properties
SMILES = CC[C@H](C)[SiH](Br)Br
LUMO energy = 0.0159 Ha
orbital gap = 10.18 eV

Geometry as ORCA input:
```
! wB97M-V def2-TZVPD RIJCOSX def2/J DEFGRID3
* xyz 0 1
C -0.9432 -1.0686 -1.2131
C 0.4626 -0.6156 -0.8600
C 0.6271 -0.0741 0.5489
C 0.0150 1.2806 0.9017
Si 2.6389 0.0736 0.9395
Br 3.3174 1.9425 -0.2253
Br 3.6172 -1.6536 0.0603
H -0.8588 -1.4713 -2.3064
H -1.7750 -0.2809 -0.9951
H -1.2032 -1.8867 -0.5303
H 1.1682 -1.4053 -0.9988
H 0.7010 0.1583 -1.5980
H 0.1102 -0.7905 1.1894
H 0.2838 2.0313 0.0908
H -1.1535 1.0742 0.9845
H 0.3603 1.8010 1.9159
H 2.8251 -0.1552 2.3097
*
```


--- Q ---
A single C4H10Br2Si molecule. Source: the OMol25 dataset; level of theory: wB97M-V/def2-TZVPD.

Properties
SMILES = CC(C)[Si](C)(Br)Br
LUMO energy = 0.0209 Ha
orbital gap = 10.46 eV

Geometry as ORCA input:
```
! wB97M-V def2-TZVPD RIJCOSX def2/J DEFGRID3
* xyz 0 1
C -1.0560 1.1963 -1.2485
C -0.1579 -0.1576 -1.0162
C -1.0107 -1.2676 -0.3675
Si 1.2891 0.1949 0.1795
C 0.8787 0.0249 2.0008
Br 2.7882 -1.7348 -0.0177
Br 2.5575 1.9426 -0.0974
H -0.6892 2.1320 -0.7533
H -0.9762 1.4299 -2.3419
H -2.1183 1.1416 -0.9861
H 0.2635 -0.6937 -1.9076
H -1.5701 -0.8445 0.5630
H -0.3244 -2.0822 -0.0053
H -1.8247 -1.5118 -1.0609
H 0.1011 0.7726 2.0906
H 0.4044 -0.8690 2.1345
H 1.4450 0.3266 2.8341
*
```


Result of the stability comparison: Q is the most stable of them.


--- P ---
A single C6H11NO2 molecule. Source: the OMol25 dataset; level of theory: wB97M-V/def2-TZVPD.

Properties
SMILES = C=C1[C@@H](C)[C@@]1(C)N(O)O
LUMO energy = 0.0331 Ha
orbital gap = 10.03 eV

Geometry as ORCA input:
```
! wB97M-V def2-TZVPD RIJCOSX def2/J DEFGRID3
* xyz 0 1
C -0.0786 1.5326 -1.9071
C 0.1851 0.5967 -1.0322
C 1.0999 0.0316 0.0519
C 1.4174 0.8733 1.2599
C -0.2549 -0.5775 -0.2914
C -0.2848 -1.9375 -0.9556
N -1.4061 -0.4847 0.6663
O -0.8853 -0.7210 1.9802
O -2.0473 0.7462 0.6679
H 0.6507 2.2890 -2.1679
H -1.0371 1.5924 -2.3988
H 1.9493 -0.5558 -0.2853
H 0.5688 1.4761 1.5679
H 1.7018 0.2394 2.0906
H 2.2477 1.5413 1.0424
H -0.0892 -2.7151 -0.2165
H 0.4654 -1.9963 -1.7448
H -1.2737 -2.1074 -1.3866
H -1.5259 -1.3029 2.4083
H -1.4031 1.4798 0.6508
*
```


--- Q ---
A molecular structure, C6H11NO2. Source: the OMol25 dataset; level of theory: wB97M-V/def2-TZVPD.

Properties
LUMO energy (alpha / beta) = -0.0326 / -0.0438 Ha
orbital gap (alpha / beta) = 7.26 / 6.90 eV

Geometry as ORCA input:
```
! wB97M-V def2-TZVPD RIJCOSX def2/J DEFGRID3
* xyz 0 1
C 0.8894 -0.0602 0.1613
C -0.7558 -0.2386 -1.7805
C 0.6503 0.0247 1.6554
C 1.4232 1.2153 -0.4299
C -0.9340 -0.6695 -0.4483
C -1.9765 0.4614 -0.0170
O 1.6562 -1.1268 -0.2098
N -1.1029 -1.9137 -0.0307
O -1.7567 1.6062 0.2796
H 1.1770 -1.9380 0.0348
H -1.3580 -1.9220 0.9563
H -0.5674 0.7890 -2.0530
H -0.9689 -0.9260 -2.5944
H -2.9687 -0.0087 0.0548
H 0.2496 -0.9055 2.0552
H 0.0017 0.8594 1.9101
H 1.6222 0.1800 2.1314
H 2.3012 1.5235 0.1460
H 0.6616 1.9904 -0.3681
H 1.7563 1.0590 -1.4532
*
```


Result of the stability comparison: Q is the most stable of them.


--- P ---
2 unconnected molecules or ions with the total composition C6H11NO2. Source: the OMol25 dataset; level of theory: wB97M-V/def2-TZVPD.

Properties
SMILES = C/C(N)=C/O.C=CC=O
LUMO energy = 0.0200 Ha
orbital gap = 8.45 eV

Geometry as ORCA input:
```
! wB97M-V def2-TZVPD RIJCOSX def2/J DEFGRID3
* xyz 0 1
C -2.0134 -1.1399 -0.4931
C -1.2384 -0.0455 0.1850
N -1.8002 1.2307 0.0576
C -0.3489 -0.3201 1.1818
O 0.0813 0.6583 2.0492
H -3.0538 -1.1235 -0.1699
H -1.9981 -0.9709 -1.5702
H -1.5866 -2.1180 -0.2828
H -1.8667 1.5104 -0.9151
H -1.2883 1.9202 0.5927
H -0.0133 -1.3303 1.3670
H 0.7020 0.2782 2.6780
C 2.8100 -0.1841 0.0166
C 1.8113 0.6288 -0.3198
C 0.6895 0.2221 -1.2433
O 0.1103 1.0396 -1.9445
H 2.7726 -1.2407 -0.2068
H 3.6487 0.1511 0.6065
H 1.8439 1.6858 -0.0890
H 0.7382 -0.8523 -1.4999
*
```


--- Q ---
A molecular structure, C6H11NO2. Source: the OMol25 dataset; level of theory: wB97M-V/def2-TZVPD.

Properties
LUMO energy (alpha / beta) = -0.0323 / -0.0323 Ha
orbital gap (alpha / beta) = 7.24 / 7.24 eV

Geometry as ORCA input:
```
! wB97M-V def2-TZVPD RIJCOSX def2/J DEFGRID3
* xyz 0 1
C -2.0586 0.8681 -1.5530
C -0.5846 -0.5060 0.0158
C -0.9091 1.0196 -0.5928
C -0.2573 2.0512 -0.2179
O -0.9669 -0.4595 1.3620
O -0.9029 -1.4834 -0.6533
H -1.3426 -1.3306 1.5575
H -2.9094 0.4240 -1.0316
H -1.7774 0.1764 -2.3473
H -2.3412 1.8307 -1.9750
H 1.0874 1.6116 0.3652
H -0.3214 3.1227 -0.2759
C 1.6981 -1.7299 0.7940
C 1.3828 -0.4178 0.1187
N 1.7167 0.7253 0.7544
H 1.5610 0.6599 1.7602
H 1.5868 -0.3898 -0.9495
H 1.3775 -1.7216 1.8366
H 1.1866 -2.5389 0.2748
H 2.7743 -1.9120 0.7571
*
```


Result of the stability comparison: P is the most stable of them.


--- P ---
A single C6H11NO2 molecule. Source: the OMol25 dataset; level of theory: wB97M-V/def2-TZVPD.

Properties
SMILES = C[C@]12COCO[C@@H]1[C@H]2N
LUMO energy = 0.0341 Ha
orbital gap = 9.41 eV

Geometry as ORCA input:
```
! wB97M-V def2-TZVPD RIJCOSX def2/J DEFGRID3
* xyz 0 1
C 0.0470 1.5615 -1.0602
C -0.2917 0.4766 -0.0221
C 0.5864 0.6185 1.1643
O 1.9412 0.3245 0.7434
C 2.0734 -0.9055 -0.0771
O 1.0029 -1.1486 -0.9957
C -0.1943 -1.0216 -0.3009
C -1.5145 -0.2698 -0.4227
N -2.6052 -0.4349 0.5261
H -0.3681 1.3451 -2.0503
H 1.1494 1.6099 -1.1699
H -0.3782 2.5252 -0.7137
H 0.2942 -0.1065 1.9585
H 0.7340 1.6268 1.5837
H 2.9637 -0.7314 -0.7090
H 2.0783 -1.8097 0.5824
H -0.1629 -1.7484 0.5610
H -1.9101 -0.1540 -1.4337
H -2.2608 -0.5038 1.4877
H -3.1849 -1.2539 0.3484
*
```


--- Q ---
A molecular structure, C6H11NO2. Source: the OMol25 dataset; level of theory: wB97M-V/def2-TZVPD.

Properties
LUMO energy = 0.0118 Ha
orbital gap = 8.34 eV

Geometry as ORCA input:
```
! wB97M-V def2-TZVPD RIJCOSX def2/J DEFGRID3
* xyz 0 1
C 0.2485 1.5277 -0.2786
C 1.9192 -0.9624 0.0197
C -1.7814 -0.5225 1.1527
C 0.7942 -0.1964 0.6781
C -0.5589 0.5050 -0.8517
N -0.5449 0.2877 -2.1867
C -0.7260 -0.6313 0.0671
O -0.1106 2.2705 0.8127
O 0.8397 0.1133 1.8845
H 0.1006 1.6984 1.5942
H 0.8185 2.1236 -0.9930
H -0.5771 -0.6548 -2.5473
H -0.1306 0.9919 -2.7807
H -0.7663 -1.5833 -0.4660
H 1.9200 -1.9908 0.3906
H 1.8110 -0.9886 -1.0671
H 2.8690 -0.5031 0.2873
H -1.8210 0.4738 1.5872
H -2.7661 -0.7435 0.7373
H -1.5375 -1.2151 1.9599
*
```


Result of the stability comparison: Q is the most stable of them.


--- P ---
A molecular structure, C24H26BrCl2IrN4OS3. Source: the OMol25 dataset; level of theory: wB97M-V/def2-TZVPD.

Properties
LUMO energy (alpha / beta) = -0.1077 / -0.1264 Ha
orbital gap (alpha / beta) = 6.02 / 6.83 eV

Geometry as ORCA input:
```
! wB97M-V def2-TZVPD RIJCOSX def2/J DEFGRID3
* xyz 1 2
Ir -0.1318 -0.4872 -0.7321
C 2.2529 1.6244 2.3777
C 1.9508 0.6361 1.2813
N 0.7196 0.6187 0.7792
N -0.1602 1.4446 1.4889
C -1.3932 1.0781 1.4744
N -2.3128 1.8066 2.1697
S -2.0039 -0.2620 0.5337
C 3.0099 -0.2119 0.8376
C 4.0696 -0.5815 1.7030
C 4.8846 -1.6403 1.4359
C 4.6740 -2.4056 0.2552
C 3.7416 -1.9980 -0.6257
N 2.9698 -0.8769 -0.3964
H 1.5142 1.5795 3.1696
H 2.2035 2.6321 1.9578
H 3.2416 1.4914 2.7983
H -1.9427 2.4153 2.8825
H -3.1903 1.3632 2.3830
H 4.1939 -0.0583 2.6366
H 5.6642 -1.9126 2.1324
H 5.2526 -3.2913 0.0411
H 3.5751 -2.5008 -1.5662
Cl -1.4258 -1.8112 -2.2474
C -1.6997 -3.2831 -1.3009
C -2.6953 -4.1292 -1.7453
C -2.9079 -5.3057 -1.0463
C -2.1277 -5.6003 0.0608
C -1.1412 -4.7228 0.4757
Cl -0.1823 -5.1398 1.8499
C -0.8918 -3.5177 -0.1937
S 0.3968 -2.4488 0.3414
H -3.2858 -3.8753 -2.6148
H -3.6818 -5.9903 -1.3630
H -2.2826 -6.5135 0.6181
Br 1.3528 1.4602 -5.7225
C 1.6493 0.7863 -3.9872
C 2.2022 1.6148 -3.0037
C 2.5482 1.0975 -1.7807
C 2.3437 -0.2680 -1.5110
C 1.7163 -1.0662 -2.4683
C 1.3791 -0.5318 -3.7186
H 2.4068 2.6532 -3.2280
H 3.0411 1.7221 -1.0475
H 1.6133 -2.1316 -2.3013
H 0.9522 -1.1704 -4.4793
C -4.2043 3.1469 -1.7698
C -3.1718 2.1151 -2.1978
S -1.5953 2.3911 -1.3751
O -0.6863 1.2670 -1.8992
C -1.0160 3.8566 -2.2422
C -0.9988 3.7441 -3.7555
H -5.1709 2.8891 -2.2002
H -3.9509 4.1502 -2.1131
H -4.3101 3.1682 -0.6848
H -3.0026 2.0951 -3.2741
H -3.4462 1.1120 -1.8711
H -0.0234 4.0278 -1.8236
H -1.6590 4.6649 -1.8867
H -0.5993 2.7799 -4.0683
H -0.3664 4.5265 -4.1725
H -1.9938 3.8662 -4.1818
*
```


--- Q ---
A molecular structure, C24H26BrCl2IrN4OS3. Source: the OMol25 dataset; level of theory: wB97M-V/def2-TZVPD.

Properties
LUMO energy (alpha / beta) = -0.1634 / -0.1739 Ha
orbital gap (alpha / beta) = 5.94 / 5.80 eV

Geometry as ORCA input:
```
! wB97M-V def2-TZVPD RIJCOSX def2/J DEFGRID3
* xyz 1 2
Ir 0.1412 0.7962 -0.3278
C 4.1524 1.2342 1.5192
C 2.9322 0.6566 0.8874
N 2.0476 1.3803 0.2465
N 2.3895 2.6981 0.0907
C 1.4427 3.4806 -0.3404
N 1.7333 4.7780 -0.5261
S -0.2106 3.0113 -0.6699
C 2.6835 -0.7663 0.9866
C 3.0793 -1.7339 1.9023
C 2.3212 -2.9089 2.0987
C 1.0432 -3.3960 1.6480
C -0.0633 -3.1390 0.8526
N 1.6278 -1.1038 0.2011
H 4.5817 2.0112 0.8931
H 4.8945 0.4579 1.6930
H 3.8827 1.6879 2.4763
H 2.6628 5.1016 -0.3197
H 1.0456 5.4296 -0.8559
H 3.9731 -1.5902 2.4930
H 2.7539 -3.5751 2.8343
H 0.7882 -4.2831 2.2308
H -0.7124 -1.1498 -0.4479
Cl 0.4984 -1.9152 -0.1914
C 0.6027 -2.6435 -1.8725
C 0.1296 -3.8861 -2.2385
C 0.5044 -4.3094 -3.4968
C 1.3178 -3.5022 -4.2906
C 1.6680 -2.2265 -3.9011
Cl 2.5605 -1.2541 -5.0104
C 1.2296 -1.6709 -2.6731
S 1.2630 0.0764 -2.4887
H -0.4595 -4.4949 -1.5684
H 0.1714 -5.2728 -3.8546
H 1.6467 -3.8521 -5.2592
Br -0.9673 0.8424 6.3123
C -0.7274 0.9166 4.4403
C -1.3434 -0.0178 3.6295
C -1.1587 0.0558 2.2540
C -0.3464 1.0227 1.6528
C 0.2546 1.9501 2.5107
C 0.0662 1.9076 3.8844
H -1.9636 -0.7927 4.0600
H -1.6526 -0.7050 1.6569
H 0.8794 2.7419 2.1178
H 0.5387 2.6425 4.5224
C -3.7911 1.1444 0.6551
C -3.4674 -0.0674 -0.2107
S -2.0775 0.2047 -1.3112
O -1.9876 -0.9418 -2.2292
C -2.5907 1.7005 -2.1565
C -3.8729 1.4868 -2.9478
H -4.2890 0.8198 1.5671
H -4.4544 1.8312 0.1314
H -2.8916 1.6824 0.9570
H -4.2770 -0.3396 -0.8899
H -3.2140 -0.9617 0.3584
H -1.7436 1.9199 -2.8080
H -2.6687 2.4828 -1.4033
H -3.7897 0.6173 -3.5986
H -4.0454 2.3609 -3.5743
H -4.7418 1.3698 -2.3015
*
```


Result of the stability comparison: P is the most stable of them.


--- P ---
A single CH4N2S2 molecule. Source: the OMol25 dataset; level of theory: wB97M-V/def2-TZVPD.

Properties
SMILES = S/N=C/NS
LUMO energy = 0.0244 Ha
orbital gap = 8.92 eV

Geometry as ORCA input:
```
! wB97M-V def2-TZVPD RIJCOSX def2/J DEFGRID3
* xyz 0 1
S -0.1159 2.4195 0.8225
N 0.3716 0.7852 1.0849
C -0.0827 0.0356 0.1543
N 0.2794 -1.3017 0.0130
S -0.1222 -2.1324 -1.4145
H 0.7841 2.9913 1.6604
H -0.8986 0.2199 -0.5620
H 0.9987 -1.6323 0.6385
H -1.1355 -2.7708 -0.8752
*
```


--- Q ---
A single CH4N2S2 molecule. Source: the OMol25 dataset; level of theory: wB97M-V/def2-TZVPD.

Properties
SMILES = SSN1CN1
LUMO energy = 0.0198 Ha
orbital gap = 9.05 eV

Geometry as ORCA input:
```
! wB97M-V def2-TZVPD RIJCOSX def2/J DEFGRID3
* xyz 0 1
S -2.3689 -0.4198 -0.2147
S -1.2948 1.1041 0.4528
N 0.2083 0.3662 0.6830
C 0.9162 -0.2436 -0.5524
N 1.3880 0.9491 0.1384
H -2.7952 -1.1846 0.7202
H 0.2946 -0.0184 -1.4189
H 1.3167 -1.3205 -0.3424
H 2.3350 0.7676 0.5340
*
```


Result of the stability comparison: P is the most stable of them.